(1)
Formula: C3H5O2S
Source: the Open Molecules 2025 dataset
Level of theory: ωB97M-V/def2-TZVPD

```
11
Properties=species:S:1:pos:R:3:forces:R:3
C -0.09626 0.14089 -0.41640 -1.0390 0.0402 -2.3182
C -0.20384 -0.61553 0.61213 -0.1549 -3.1921 4.3484
C -0.50092 -0.09507 -1.85498 0.8733 -3.6120 -0.1004
O 0.97417 1.71147 2.12880 0.3931 0.7737 -0.6553
O 1.58738 -0.40095 3.15760 1.9680 -1.5621 0.5541
S 0.53634 0.42286 2.64532 -3.1508 0.0538 -1.2750
H 0.17517 1.13773 -0.20940 0.8460 1.3954 0.1829
H -0.62387 -1.74501 0.74439 0.9816 2.5722 -0.8350
H -1.38710 -0.77613 -2.00166 0.9338 0.1911 0.5049
H -0.81545 0.75647 -2.31880 -0.5443 2.7292 -1.2651
H 0.35438 -0.53674 -2.48701 -1.1067 0.6106 0.8587
```
Positions in Å, forces in eV/Å.

Results
- frontier orbital gap (eV) = 6.698
- largest force on an atom (eV/Å) = 5.4
- total charge = -1
- ΔE to the lowest compared entry with this formula, charge and spin (kJ/mol) = 303.23

(2)
Formula: C22H29ClN4O
Source: the Open Molecules 2025 dataset
Level of theory: ωB97M-V/def2-TZVPD

```
57
Properties=species:S:1:pos:R:3:forces:R:3
C -6.91358 -0.20921 -1.92445 0.0057 0.0625 0.2796
H -7.52676 0.58914 -2.33528 -0.0759 0.0736 -0.1086
H -5.92083 -0.14989 -2.36244 0.0885 0.0031 -0.0925
H -7.35872 -1.16112 -2.20297 -0.0363 -0.0913 -0.0646
C -6.83317 -0.07429 -0.40126 -0.0451 0.1354 -0.2476
N -5.93164 -1.00940 0.22863 -0.1582 0.0398 0.0717
C -4.58966 -0.73228 0.35089 0.2321 0.1786 0.0517
C -4.01903 0.41134 -0.21721 -0.0877 0.1223 -0.0847
C -2.67667 0.71769 -0.06551 0.0879 -0.1066 0.0856
C -1.82664 -0.13095 0.67007 -0.4767 -0.0146 -0.0821
C -2.40223 -1.27215 1.23211 0.0543 0.2762 -0.1765
C -3.73434 -1.57397 1.08376 -0.0777 -0.2741 0.1133
H -4.10961 -2.46561 1.55723 -0.0738 -0.0914 0.0152
H -1.77350 -1.93990 1.80560 0.0564 -0.0627 0.0585
C -0.42059 0.13349 0.85196 0.6422 0.0014 0.2150
N 0.13111 1.17800 0.35015 -0.5220 -0.0216 -0.0396
N 1.43683 1.44478 0.42408 0.5504 -0.0055 -0.0837
C 1.80702 2.80597 0.13590 0.1149 0.1610 0.0002
H 1.86714 3.39838 1.06270 -0.0555 0.0189 -0.0916
C 3.15833 2.83046 -0.59078 -0.1161 0.0916 -0.1396
N 3.97728 1.70237 -0.17864 0.1213 0.0274 0.0693
C 3.73157 1.34347 1.20216 -0.1379 -0.0415 0.0124
H 4.47744 0.61078 1.51592 -0.0822 0.0595 0.0596
C 2.34131 0.71463 1.28775 -0.2275 -0.1286 0.0452
H 1.98480 0.71164 2.33076 -0.0089 -0.0468 -0.0299
H 2.38844 -0.32102 0.93401 0.0186 -0.0071 0.0922
H 3.80854 2.21367 1.87784 0.0468 -0.0645 -0.0209
C 5.37869 1.88465 -0.49569 -0.0927 0.0050 -0.0508
C 6.12730 0.58333 -0.39138 0.1092 0.0039 0.0246
C 7.38769 0.51784 0.18532 -0.1356 0.0054 -0.0817
C 8.06974 -0.68405 0.26492 0.0430 -0.1470 -0.0271
C 7.47850 -1.83277 -0.23265 -0.0594 0.2077 0.0148
C 6.21826 -1.78928 -0.80883 0.0762 -0.0523 0.0086
C 5.55215 -0.58139 -0.88741 0.0969 0.0451 0.0327
H 4.56828 -0.52850 -1.32643 -0.1279 -0.0196 -0.0490
H 5.76883 -2.69210 -1.19171 -0.0173 -0.0955 -0.0313
Cl 8.32188 -3.34013 -0.13181 0.0933 -0.1794 0.0148
H 9.05002 -0.73046 0.71259 0.0855 -0.0409 0.0384
H 7.84701 1.41380 0.57740 0.0297 0.1006 0.0560
H 5.85656 2.64877 0.14495 -0.0126 -0.0308 -0.0906
H 5.43423 2.23918 -1.53105 0.0081 0.0893 0.0786
H 3.00959 2.74953 -1.67180 -0.0034 0.1127 0.0325
H 3.65385 3.79525 -0.38315 -0.0376 -0.0603 -0.0109
H 1.02837 3.24245 -0.49037 0.0841 -0.0145 0.0901
H 0.12937 -0.60958 1.43227 0.1436 0.0841 -0.0448
O -2.21855 1.84395 -0.65426 -0.1196 -0.1367 0.0507
H -1.25615 1.89062 -0.45881 0.0153 0.0452 -0.0037
H -4.59388 1.10303 -0.80909 -0.1064 0.0565 -0.0840
C -6.43754 -2.33951 0.48638 0.1497 -0.2956 -0.0228
C -5.94209 -3.38560 -0.51525 -0.1003 0.1420 0.1895
H -6.27194 -3.14085 -1.52119 -0.0279 0.0072 -0.1073
H -4.85617 -3.42650 -0.51434 0.0900 -0.0564 -0.0289
H -6.33087 -4.36586 -0.25013 -0.0096 -0.1465 -0.0059
H -6.16452 -2.64742 1.50166 -0.1162 -0.0030 -0.0332
H -7.52826 -2.29373 0.44690 0.0810 0.0478 0.0830
H -7.82992 -0.22936 0.02538 0.1152 0.0736 0.0207
H -6.52328 0.93870 -0.13538 -0.0916 -0.0427 0.0295
```
Positions in Å, forces in eV/Å.

Results
- SMILES string = CCN(CC)c1ccc(/C=N/N2CCN(Cc3ccc(Cl)cc3)CC2)c(O)c1
- frontier orbital gap (eV) = 7.607
- largest force on an atom (eV/Å) = 0.7
- ΔE to the lowest compared entry with this formula, charge and spin (kJ/mol) = 116.34

(3)
Formula: C4H9NS
Source: the Open Molecules 2025 dataset
Level of theory: ωB97M-V/def2-TZVPD

```
15
Properties=species:S:1:pos:R:3:forces:R:3
C -1.00258 0.92576 0.04632 -0.8364 0.4755 -1.5462
C -2.44271 0.70327 -0.06413 -1.5231 1.1134 -4.0388
C 1.49317 -1.54624 -0.17150 -2.9797 -1.0489 1.7715
C 0.94984 -0.22569 0.29699 3.1983 0.4822 4.6875
N -0.36636 -0.16253 0.04343 -1.5551 1.0596 0.2620
S 2.03428 1.22757 -0.02188 -0.2068 0.3133 0.0051
H -0.66235 2.00534 0.02681 0.3378 -1.3539 0.3893
H -2.88758 1.17866 0.72827 -1.5724 0.8485 2.1315
H -3.01844 1.13028 -1.02135 1.6380 -0.2992 1.7838
H -2.65043 -0.33022 -0.16582 -0.1739 -0.9999 0.5644
H 1.00213 -1.72357 -1.18439 0.8286 -0.3316 1.4227
H 1.16663 -2.26200 0.73558 0.6134 0.9382 -2.7494
H 2.52059 -1.48483 -0.18059 2.3231 -0.3584 -0.3394
H 1.01246 -0.13134 1.85730 -0.1011 -0.6061 -4.0347
H 2.85137 0.69553 -0.92503 0.0092 -0.2326 -0.3092
```
Positions in Å, forces in eV/Å.

Results
- frontier orbital gap (eV) = 9.188
- largest force on an atom (eV/Å) = 5.7
- ΔE to the lowest compared entry with this formula, charge and spin (kJ/mol) = 349.31